{"formula": "C44H113N5O16", "method": "wB97M-V/def2-TZVPD", "multiplicity": 1, "fmax_ev_per_a": 3.72, "gap_ev": 9.081, "relative_energy_kj_mol": 3.83, "e_tot_ev": -87660.9590, "smiles": "COCCNCCOC.COCCNCCOC.COCCNCCOC.COCCNCCOC.COCCNCCOC.CC(C)O.CC(C)O.CC(C)O.CC(C)O.OCCO", "e_homo_ev": -8.540, "species": ["O", "O", "O", "O", "O", "O", "O", "O", "O", "O", "O", "O", "O", "O", "O", "O", "N", "N", "N", "N", "N", "C", "C", "C", "C", "C", "C", "C", "C", "C", "C", "C", "C", "C", "C", "C", "C", "C", "C", "C", "C", "C", "C", "C", "C", "C", "C", "C", "C", "C", "C", "C", "C", "C", "C", "C", "C", "C", "C", "C", "C", "C", "C", "C", "C", "H", "H", "H", "H", "H", "H", "H", "H", "H", "H", "H", "H", "H", "H", "H", "H", "H", "H", "H", "H", "H", "H", "H", "H", "H", "H", "H", "H", "H", "H", "H", "H", "H", "H", "H", "H", "H", "H", "H", "H", "H", "H", "H", "H", "H", "H", "H", "H", "H", "H", "H", "H", "H", "H", "H", "H", "H", "H", "H", "H", "H", "H", "H", "H", "H", "H", "H", "H", "H", "H", "H", "H", "H", "H", "H", "H", "H", "H", "H", "H", "H", "H", "H", "H", "H", "H", "H", "H", "H", "H", "H", "H", "H", "H", "H", "H", "H", "H", "H", "H", "H", "H", "H", "H", "H", "H", "H", "H", "H", "H", "H", "H", "H"], "xyz": [[21.2917, 14.6752, 9.0941], [20.5781, 20.6022, 21.9687], [22.8465, 19.9516, 14.8522], [27.5004, 14.5598, 14.4107], [20.4387, 12.9867, 11.0584], [11.8895, 13.8872, 10.3040], [23.8966, 16.9378, 17.9643], [20.1645, 17.3134, 18.4674], [22.8602, 18.4315, 10.0703], [28.1962, 21.3976, 9.8002], [23.3038, 13.4763, 10.9929], [20.1599, 13.9521, 13.5667], [20.7150, 11.8275, 17.3701], [23.9963, 8.8017, 12.5332], [16.8675, 15.8956, 10.8720], [16.9935, 14.1120, 18.4041], [24.6771, 19.5391, 17.0377], [25.4692, 20.8066, 9.8892], [18.4573, 12.8609, 16.1260], [20.6902, 20.0080, 18.9812], [13.8887, 15.4796, 11.7051], [29.6264, 21.4470, 9.8359], [16.4391, 13.2212, 17.4523], [21.7944, 8.3074, 13.2466], [22.1245, 11.5696, 17.4884], [11.0596, 12.7860, 10.1173], [16.2609, 16.3543, 12.0586], [20.8885, 21.5595, 20.9202], [23.9430, 18.9150, 10.8309], [22.5832, 14.1991, 8.7909], [17.1104, 13.4562, 16.0718], [26.0728, 21.4003, 11.0134], [21.7881, 20.7132, 14.3166], [19.3916, 12.0630, 10.8223], [20.4790, 18.2197, 17.4069], [18.8772, 16.7575, 18.4936], [11.6398, 14.6044, 11.4465], [21.9066, 14.4168, 15.1364], [25.6224, 18.6669, 17.7868], [23.4126, 9.7791, 14.5832], [23.5021, 15.5832, 18.2176], [19.8667, 21.0741, 23.0861], [21.5865, 20.9586, 19.6749], [25.2149, 17.2085, 17.4836], [12.4741, 15.8389, 11.6676], [18.9066, 11.5413, 12.1631], [20.2141, 16.1961, 14.2834], [27.6081, 21.0688, 11.1327], [18.2576, 15.5784, 10.9894], [26.1081, 14.4819, 14.5895], [23.2095, 8.5915, 13.6945], [19.9584, 10.9525, 9.9588], [18.6290, 11.4602, 16.0781], [25.4106, 15.4771, 13.6302], [25.1842, 19.3302, 9.9604], [16.4478, 13.9720, 19.7186], [14.7415, 16.6654, 11.8738], [21.8122, 17.8794, 10.8298], [23.5521, 14.4663, 9.9990], [25.0318, 19.6934, 15.6461], [23.9696, 20.6648, 15.0406], [20.0754, 11.0464, 16.3327], [21.0618, 14.9196, 13.9483], [21.4140, 19.3029, 17.9827], [25.7765, 13.0109, 14.3212], [20.8696, 17.8311, 10.2845], [21.5413, 7.4967, 12.5634], [30.0197, 21.6274, 8.8355], [16.4242, 12.2260, 17.8967], [21.5856, 18.6171, 11.5996], [22.5870, 11.8136, 16.5320], [18.9768, 21.5985, 22.7379], [19.5248, 16.4336, 13.4731], [24.3432, 15.2663, 13.5660], [19.5535, 16.0618, 15.1400], [22.4796, 13.4980, 15.0118], [30.0571, 20.5233, 10.2223], [18.1584, 17.5651, 18.6321], [12.3240, 16.5325, 10.8402], [22.5470, 13.1254, 8.6066], [16.1216, 12.9732, 20.0089], [18.4168, 12.3378, 12.7234], [18.6626, 15.2263, 10.0407], [19.7014, 11.1007, 12.7649], [20.0527, 22.1284, 20.5128], [23.6927, 21.5506, 15.6122], [30.0186, 22.3406, 10.3216], [20.8394, 17.6663, 16.5397], [20.2826, 13.3164, 11.9464], [20.2792, 19.3608, 19.6387], [23.0722, 14.6815, 7.9445], [12.1739, 16.4522, 12.5172], [19.6585, 13.6089, 14.3099], [24.4539, 10.0934, 14.5133], [22.7498, 10.6162, 14.3641], [21.2717, 14.3048, 16.0154], [23.8020, 19.0392, 17.1047], [18.0462, 11.0382, 16.8969], [18.3868, 11.0122, 15.1144], [26.1328, 20.9399, 9.1395], [21.8825, 21.8257, 19.0845], [18.8678, 16.4540, 11.2109], [22.4017, 13.5824, 11.3036], [24.6038, 14.4739, 9.7128], [26.6664, 18.8762, 17.5535], [11.7180, 13.8991, 12.2738], [26.2705, 12.3400, 15.0240], [24.3344, 20.9471, 14.0530], [21.4120, 21.4657, 15.0098], [23.3527, 15.4300, 10.4677], [26.0540, 18.7894, 10.3335], [16.4837, 13.0697, 15.2681], [17.1460, 14.5301, 15.8883], [19.5756, 18.7193, 17.0572], [18.4249, 14.7980, 11.7318], [27.9563, 21.5625, 12.0399], [18.1919, 10.7318, 12.0150], [27.7472, 14.2155, 13.5493], [26.0906, 22.4901, 11.0029], [22.3601, 18.9264, 18.3716], [26.1041, 12.6573, 13.3436], [22.0544, 21.1773, 13.3669], [11.1683, 12.0328, 10.8977], [25.8353, 14.7276, 15.6158], [25.1438, 18.8586, 8.9785], [20.2190, 9.9906, 16.5622], [18.7465, 16.0354, 19.2996], [21.6500, 20.0106, 17.1881], [22.5127, 20.5312, 20.0589], [25.5186, 21.2072, 11.9319], [20.6020, 11.4532, 9.2355], [10.0190, 13.0500, 9.9286], [20.4537, 21.8828, 23.5214], [14.1123, 15.1063, 10.7936], [21.6718, 15.1702, 13.0804], [25.4871, 16.5262, 13.9161], [27.6990, 20.0083, 11.3675], [24.6963, 12.8802, 14.3862], [23.6693, 19.7720, 11.4463], [20.8528, 17.0779, 14.3346], [16.4235, 15.6236, 12.8509], [23.8054, 14.9014, 17.4232], [24.0064, 15.4131, 19.1688], [21.2062, 8.0742, 14.1341], [17.2667, 14.2263, 20.3914], [15.3887, 13.4737, 17.3075], [22.5119, 15.2365, 15.5235], [18.5502, 12.5721, 10.3523], [22.4193, 12.2299, 18.3040], [18.8155, 13.0829, 17.0439], [19.2010, 10.3338, 9.4775], [24.2663, 18.1391, 11.5248], [11.3666, 12.3067, 9.1877], [19.5647, 20.3404, 23.8335], [25.8300, 15.4484, 12.6246], [22.3218, 10.5223, 17.7170], [15.5309, 14.5280, 19.9140], [20.9371, 20.1007, 14.0188], [26.0100, 20.1729, 15.6836], [20.5897, 10.2141, 10.4530], [23.6766, 7.7312, 14.1737], [25.3465, 18.8187, 18.8303], [25.8872, 16.4564, 17.8965], [25.0651, 18.7912, 15.0354], [22.4289, 15.5021, 18.3899], [23.9304, 9.7364, 12.3246], [20.5915, 11.1492, 15.3781], [16.7658, 17.2750, 12.3508], [21.3721, 9.2648, 12.9413], [25.2274, 17.0440, 16.4061], [20.8699, 14.1208, 9.7546], [18.6061, 16.3097, 17.5375], [21.4591, 22.3291, 21.4399], [14.6543, 17.4034, 11.0764], [14.4240, 17.2504, 12.7370], [23.2552, 9.5184, 15.6298], [22.0829, 16.9544, 11.3391], [10.6002, 14.9320, 11.4550]], "lowdin_charge": [-0.0775, -0.2026, -0.2035, -0.0551, -0.0945, -0.1728, -0.2258, -0.2027, -0.1776, -0.1993, -0.0914, -0.0843, -0.2051, -0.0517, -0.1826, -0.2045, -0.0595, -0.0597, -0.0654, -0.0458, -0.0509, -0.1161, -0.2176, -0.0457, -0.0827, -0.1193, -0.2189, -0.2008, -0.2013, -0.2195, -0.1403, -0.2371, -0.1045, -0.4562, -0.1738, -0.1057, -0.2719, -0.0258, -0.1488, -0.0620, -0.0766, -0.1237, -0.1840, -0.2072, -0.2129, -0.0522, -0.0178, -0.1655, -0.0853, -0.4694, -0.4967, -0.0290, -0.2186, -0.0366, -0.1405, -0.0962, -0.1987, -0.1081, -0.2113, -0.1823, -0.2594, -0.1920, -0.4328, -0.2225, -0.0551, 0.0909, 0.0857, 0.0803, 0.1120, 0.0735, 0.0562, 0.0795, 0.0555, 0.0585, 0.0693, 0.0628, 0.0858, 0.0896, 0.1164, 0.1104, 0.0800, 0.0688, 0.0882, 0.0709, 0.1131, 0.1276, 0.0806, 0.0934, 0.0339, 0.1074, 0.1117, 0.1220, 0.0688, 0.0851, 0.0682, 0.0763, 0.0559, 0.1114, 0.1168, 0.0919, 0.1188, 0.0756, 0.0342, 0.1126, 0.1190, 0.1223, 0.0814, 0.0990, 0.0899, 0.0884, 0.0927, 0.1190, 0.1093, 0.1204, 0.0691, 0.1128, 0.0911, 0.0869, 0.1123, 0.0962, 0.0848, 0.0847, 0.0901, 0.1188, 0.1179, 0.1227, 0.0800, 0.1057, 0.1130, 0.0954, 0.0777, 0.0888, 0.0781, 0.1072, 0.1222, 0.0549, 0.0997, 0.0532, 0.1051, 0.0693, 0.1104, 0.0685, 0.0914, 0.0725, 0.0860, 0.1170, 0.0684, 0.1378, 0.0923, 0.1008, 0.0842, 0.1069, 0.0889, 0.0880, 0.0783, 0.0827, 0.0866, 0.0825, 0.1181, 0.0763, 0.1384, 0.1124, 0.1178, 0.1015, 0.0836, 0.0811, 0.0946, 0.1135, 0.0576, 0.0944, 0.0205, 0.0674, 0.1116, 0.1141, 0.1114, 0.0740, 0.0650, 0.1193]}